DFT (ωB97M-V/def2-TZVPD) results for 2 unconnected molecules or ions with the total composition C2H5BrN at a distorted geometry.

XYZ file:
```
9
Properties=species:S:1:pos:R:3
H -0.1937 -0.7645 -1.6019
N -0.2960 0.8242 -0.1022
C 0.6433 -0.1923 0.3845
H 0.0240 -0.8686 2.2305
C -0.4145 -0.5729 -0.5568
H -1.0043 1.2151 0.5211
H -1.2741 -1.1193 -0.1859
H 0.0435 1.5177 -0.7764
Br 2.4718 -0.0393 0.0872
```

- HOMO-LUMO gap (spin up / spin down): 9.185 / 8.870 eV
- 2S+1: 1
- Charge: +1
- ΔE to the lowest compared entry with this formula, charge and spin: 3.478 eV
- Lowest unoccupied orbital energy (spin up / spin down): -5.56 / -6.19 eV
- Max |F|: 3.03 eV/Å

Atomic partial charges in e from the Löwdin method, atoms 1 to 5:
1. H 0.140
2. N 0.069
3. C -0.745
4. H 0.295
5. C -0.105